# 1
CClF2NO | the ωB97M-V functional and the def2-TZVPD basis

Computed properties:
Total charge: 0
Energy relative to the best compared isomer or geometry (same formula, charge and spin): 5.9 kcal/mol
Kohn-Sham gap: 9.16 eV
SMILES: O=NC(F)(F)Cl

Cartesian coordinates (Å):
C  -0.269  -0.216  0.088
N  0.817  0.606  -0.605
O  1.803  0.926  0.016
F  -0.080  -0.698  1.261
F  -0.459  -1.282  -0.787
Cl  -1.812  0.664  0.027

Forces on the atoms, in the same order (eV/Å):
-1.64 -0.92 -2.20
1.70 0.93 0.29
-2.45 -1.14 -0.42
0.95 -0.23 1.40
0.80 0.99 0.84
0.65 0.37 0.11

---

# 2
CClF2O2S | the ωB97M-V functional and the def2-TZVPD basis

Computed properties:
Total charge: -1
Energy relative to the best compared isomer or geometry (same formula, charge and spin): 10.1 kcal/mol
Kohn-Sham gap (spin up / spin down): 7.11 / 7.11 eV

Cartesian coordinates (Å):
C  -1.207  0.176  0.153
O  1.359  -0.950  -1.254
O  -1.495  1.362  0.025
F  -1.527  -0.783  -0.785
F  -1.153  -0.467  1.387
S  1.159  -0.360  0.109
Cl  2.864  1.021  0.365

Forces on the atoms, in the same order (eV/Å):
-0.03 2.25 -0.19
-0.09 0.10 0.26
0.37 -3.18 0.40
0.32 0.91 1.16
-0.60 0.46 -1.12
0.39 -0.82 -0.52
-0.37 0.28 0.01

---

> The lowest energy relative to the best compared isomer or geometry (same formula, charge and spin) belongs to which entry?

CClF2NO

---

> Among the records above, which one has the lowest total charge?

CClF2O2S